ORCA calculation (ωB97M-V/def2-TZVPD) on an isolated molecule of C24H29N5O4 at a distorted geometry.

Geometry as XYZ:
```
62
Properties=species:S:1:pos:R:3
C 3.213 -3.707 2.584
C 4.247 -3.049 1.673
N 3.634 -2.598 0.434
C 4.421 -2.844 -0.761
C 4.314 -4.305 -1.192
C 3.042 -1.285 0.504
C 4.031 -0.096 0.493
N 3.324 1.157 0.589
C 3.035 1.902 -0.490
O 3.451 1.697 -1.611
C 2.105 3.085 -0.156
N 0.756 2.633 0.097
C 0.374 2.088 1.266
O 1.131 1.967 2.221
C -1.056 1.658 1.276
N -1.600 1.564 0.103
N -2.857 1.182 -0.066
C -3.255 1.089 -1.426
C -4.534 1.432 -1.835
C -4.887 1.336 -3.169
C -3.961 0.905 -4.114
O -4.204 0.774 -5.442
C -5.493 1.066 -5.926
C -2.668 0.577 -3.696
C -2.320 0.665 -2.368
C -3.715 0.820 0.974
O -4.845 0.427 0.760
C -3.125 0.946 2.308
C -3.912 0.642 3.420
C -3.387 0.751 4.687
C -2.067 1.164 4.861
C -1.274 1.466 3.777
C -1.789 1.358 2.479
H 2.451 -2.993 2.888
H 3.694 -4.098 3.477
H 2.726 -4.523 2.058
H 4.738 -2.226 2.214
H 5.017 -3.783 1.431
H 4.021 -2.217 -1.560
H 5.482 -2.576 -0.623
H 3.270 -4.569 -1.333
H 4.737 -4.969 -0.443
H 4.847 -4.456 -2.127
H 2.368 -1.171 -0.351
H 2.439 -1.231 1.415
H 4.730 -0.172 1.331
H 4.592 -0.082 -0.443
H 2.827 1.355 1.453
H 2.474 3.590 0.741
H 2.095 3.777 -0.998
H 0.101 2.574 -0.670
H -5.263 1.768 -1.117
H -5.891 1.605 -3.457
H -5.456 0.874 -6.997
H -6.250 0.420 -5.469
H -5.758 2.115 -5.757
H -1.957 0.247 -4.435
H -1.324 0.403 -2.046
H -4.930 0.326 3.251
H -3.996 0.518 5.548
H -1.662 1.249 5.858
H -0.252 1.780 3.909
```

Output
- relative energy (zero: lowest compared OMol25 entry of this formula, charge and spin) (kJ/mol) = 241.22
- charge = 0
- frontier orbital gap (eV) = 7.8
- calculated total energy (a.u.) = -1506.71628
- highest occupied orbital energy (eV) = -8.07
- SMILES = CCN(CC)CCNC(=O)CNC(=O)c1nn(-c2ccc(OC)cc2)c(=O)c2ccccc12

Mulliken population analysis, charges in e, atoms 1 to 4: atom 1 (C): -1.2419, atom 2 (C): -0.4619, atom 3 (N): 0.4598, atom 4 (C): -0.6076